The following is a DFT calculation (ωB97M-V with the def2-TZVPD basis set) of a cluster of 2 separate species, C4H12S in total.

```
17
Properties=species:S:1:pos:R:3
C 1.97647 -0.08579 -1.09977
C 0.83219 -1.08946 -1.26461
H 2.90104 -0.60520 -0.79649
H 1.72316 0.66081 -0.32838
H 2.16440 0.44065 -2.05063
H 1.08550 -1.83606 -2.03600
H 0.64426 -1.61589 -0.31375
H -0.09239 -0.57005 -1.56790
S -0.39439 0.39272 1.89464
C -0.69949 1.72331 0.72067
C -1.75683 -0.68475 1.42078
H 0.06993 2.49839 0.87511
H -1.69260 2.17776 0.87505
H -0.63436 1.36547 -0.32064
H -2.73172 -0.18883 1.56310
H -1.67349 -1.00111 0.36741
H -1.72167 -1.58196 2.06141
```

Summary:
Relative energy (zero: lowest compared OMol25 entry of this formula, charge and spin)   0.016 eV
Maximum force   0.523 eV/A
Electronic energy   -557.76981 a.u.
Spin multiplicity   1
HOMO   -8.55 eV
HOMO-LUMO gap   9.56 eV